Entry from the Open Molecules 2025 dataset: a structure of composition C31H32BrFeN4O3PS7 (the ωB97M-V functional and the def2-TZVPD basis).

Atoms and positions in Å:
Fe  1.163  -0.549  -1.331
S  8.488  -0.718  -0.723
C  6.852  -0.679  -0.825
S  5.807  -0.483  0.537
C  4.268  -0.541  -0.306
C  4.368  -0.698  -1.690
S  3.046  -0.696  -2.716
S  5.991  -0.844  -2.318
S  2.860  -0.366  0.581
O  -1.198  0.089  -4.596
C  -0.818  -0.083  -3.449
O  0.276  -0.672  -3.104
C  -1.680  0.423  -2.288
P  -1.222  -0.453  -0.749
C  -2.210  0.437  0.518
C  -2.885  1.619  0.209
C  -3.586  2.317  1.183
C  -3.630  1.842  2.486
C  -2.969  0.666  2.807
C  -2.262  -0.027  1.834
C  -2.135  -2.044  -0.952
C  -3.014  -2.550  0.004
C  -3.631  -3.781  -0.178
C  -3.389  -4.525  -1.321
C  -2.530  -4.025  -2.289
C  -1.907  -2.800  -2.105
H  -2.736  0.326  -2.538
H  -1.444  1.480  -2.159
H  -2.878  2.010  -0.799
H  -4.104  3.230  0.916
H  -4.178  2.385  3.246
H  -2.982  0.272  3.816
H  -1.734  -0.927  2.121
H  -3.226  -1.994  0.904
H  -4.303  -4.154  0.585
H  -3.869  -5.486  -1.460
H  -2.333  -4.589  -3.192
H  -1.237  -2.433  -2.870
Br  1.115  -5.704  -3.874
C  1.020  -4.709  -2.268
C  0.747  -5.338  -1.068
C  0.662  -4.547  0.064
C  0.846  -3.181  -0.052
N  1.105  -2.585  -1.219
C  1.195  -3.339  -2.317
H  0.597  -6.408  -1.026
H  0.444  -4.966  1.036
H  0.763  -2.545  0.819
H  1.374  -2.824  -3.251
C  1.063  3.724  2.100
C  0.305  2.416  2.084
N  0.590  1.717  0.847
C  0.931  2.276  -0.333
N  1.118  1.513  -1.383
C  1.324  2.170  -2.670
C  2.122  3.449  -2.527
C  1.372  4.356  -1.576
N  1.067  3.644  -0.347
C  0.747  4.461  0.813
H  2.137  3.532  2.160
H  0.771  4.329  2.959
H  -0.773  2.610  2.163
H  0.584  1.755  2.903
H  0.614  0.709  0.910
H  0.359  2.400  -3.142
H  1.824  1.474  -3.336
H  2.247  3.938  -3.494
H  3.112  3.221  -2.124
H  0.451  4.719  -2.053
H  1.966  5.234  -1.310
H  -0.313  4.754  0.803
H  1.336  5.377  0.734
C  -0.633  1.028  5.834
O  0.026  0.522  4.681
C  -0.220  -0.755  4.282
S  -1.308  -1.714  5.118
S  0.661  -1.194  2.905
H  -0.267  2.048  5.946
H  -0.391  0.433  6.715
H  -1.716  1.020  5.703

Values from the calculation:
2S+1: 2
Molecular weight in g/mol: 899.814
HOMO energy (alpha / beta) in Eh: -0.17210 / -0.17238
Lowest unoccupied orbital energy (alpha / beta) in eV: 1.9774 / 0.6008
Total charge: -1
<S²>: 0.771
Maximum force in eV/Å: 0.504
Energy in a.u.: -8611.830025

These are the Mulliken partial charges, in e, on atoms 1 to 5: 0.609, -0.261, 0.157, -0.050, -0.039

Entry from the Open Molecules 2025 dataset: a structure of composition C31H32BrN4Sn at a distorted geometry (the ωB97M-V functional and the def2-TZVPD basis).

Atoms and positions in Å:
Sn  -0.651  -0.402  -0.163
Br  -0.315  -4.669  5.893
C  -0.581  -3.144  4.793
C  -1.054  -3.301  3.488
C  -1.184  -2.192  2.685
C  -0.852  -0.910  3.151
C  -0.434  -0.764  4.482
C  -0.305  -1.871  5.293
N  -0.842  0.118  2.217
C  -0.827  1.371  2.503
C  -0.641  2.372  1.474
C  -0.569  3.723  1.812
C  -0.348  4.660  0.815
C  -0.222  4.224  -0.496
C  -0.313  2.865  -0.754
N  -0.503  1.960  0.198
H  -1.304  -4.284  3.124
H  -1.603  -2.291  1.683
H  -0.181  0.207  4.875
H  0.012  -1.759  6.316
H  -0.937  1.745  3.519
H  -0.679  4.027  2.842
H  -0.278  5.709  1.056
H  -0.059  4.918  -1.304
H  -0.233  2.486  -1.766
C  5.691  -0.853  -4.378
C  4.344  -0.567  -3.817
C  3.259  -0.310  -4.673
C  1.973  0.001  -4.179
C  0.852  0.292  -5.117
C  1.790  0.011  -2.822
C  2.837  -0.319  -1.882
C  4.141  -0.558  -2.449
N  2.432  -0.404  -0.637
C  3.166  -0.678  0.553
C  2.446  -1.863  1.239
C  2.922  0.576  1.433
C  4.663  -0.970  0.508
H  5.702  -0.767  -5.461
H  6.001  -1.863  -4.106
H  6.432  -0.164  -3.974
H  3.416  -0.326  -5.744
H  1.186  0.307  -6.149
H  0.395  1.253  -4.888
H  0.078  -0.469  -5.027
H  0.814  0.260  -2.403
H  4.991  -0.757  -1.823
H  1.394  -1.628  1.439
H  2.928  -2.074  2.190
H  2.507  -2.752  0.617
H  1.860  0.826  1.456
H  3.483  1.424  1.047
H  3.261  0.362  2.442
H  4.877  -1.877  -0.055
H  5.019  -1.133  1.523
H  5.235  -0.135  0.108
N  -2.951  -0.123  -0.174
C  -4.108  -0.004  -0.221
C  -5.486  0.079  -0.234
C  -6.176  0.103  0.998
C  -7.553  0.048  1.004
C  -8.256  -0.026  -0.193
C  -7.586  0.020  -1.411
C  -6.208  0.073  -1.444
H  -5.621  0.151  1.921
H  -8.085  0.056  1.943
H  -9.330  -0.122  -0.177
H  -8.145  0.006  -2.333
H  -5.684  0.098  -2.387

Values from the calculation:
2S+1: 1
Molecular weight in g/mol: 659.240
HOMO energy in Eh: -0.57694
Lowest unoccupied orbital energy in eV: -11.0814
Total charge: +3
Maximum force in eV/Å: 2.110
Energy in a.u.: -4206.858012

These are the Mulliken partial charges, in e, on atoms 1 to 5: 1.124, -0.073, -0.120, -0.837, -0.051

Entry from the Open Molecules 2025 dataset: a structure of composition C31H32BrN8O2RuS (the ωB97M-V functional and the def2-TZVPD basis).

Atoms and positions in Å:
Ru  0.494  0.339  0.813
O  -2.533  -2.321  1.842
C  -2.219  -3.419  1.105
C  -3.083  -4.506  1.129
C  -2.794  -5.632  0.379
C  -1.643  -5.699  -0.399
C  -0.785  -4.615  -0.423
C  -1.066  -3.467  0.315
C  -0.171  -2.270  0.192
O  -0.024  -1.512  1.339
N  -0.766  -1.369  -0.857
N  -0.431  -0.113  -0.784
C  -0.859  0.754  -1.721
C  -0.413  2.074  -1.773
Br  0.783  2.642  -0.400
C  -0.778  3.033  -2.698
C  -1.489  2.850  -3.925
C  -1.450  1.663  -4.685
C  -2.170  1.568  -5.856
C  -2.944  2.644  -6.288
C  -2.968  3.835  -5.568
C  -2.227  3.949  -4.411
H  -1.722  -1.786  1.899
H  -3.969  -4.451  1.747
H  -3.471  -6.476  0.410
H  -1.415  -6.589  -0.967
H  0.123  -4.654  -1.015
H  0.805  -2.562  -0.225
H  -1.401  -1.704  -1.574
H  -1.577  0.400  -2.451
H  -0.510  4.056  -2.455
H  -0.793  0.853  -4.396
H  -2.115  0.669  -6.454
H  -3.507  2.563  -7.208
H  -3.551  4.672  -5.923
H  -2.226  4.878  -3.855
S  -4.668  2.131  4.512
C  -3.325  1.682  3.449
C  -2.324  0.836  3.913
C  -1.301  0.469  3.064
N  -1.219  0.912  1.798
C  -2.186  1.728  1.347
C  -3.248  2.119  2.127
C  -4.591  3.905  4.297
C  -3.699  4.655  5.047
C  -3.670  6.028  4.842
N  -4.454  6.657  3.973
C  -5.325  5.928  3.283
C  -5.436  4.549  3.407
H  -2.343  0.458  4.925
H  -0.523  -0.208  3.392
H  -2.106  2.056  0.320
H  -4.010  2.762  1.710
H  -3.049  4.189  5.775
H  -2.985  6.648  5.409
H  -5.970  6.468  2.599
H  -6.178  4.001  2.841
C  5.849  -1.486  3.685
C  6.270  -1.709  2.236
C  5.669  -2.987  1.662
C  5.970  -0.496  1.353
N  4.543  -0.123  1.365
C  3.858  0.622  2.244
N  2.603  0.638  1.869
N  2.558  -0.132  0.772
N  3.701  -0.585  0.442
H  6.231  -2.290  4.312
H  4.761  -1.493  3.794
H  6.238  -0.547  4.087
H  7.360  -1.790  2.207
H  4.583  -2.909  1.562
H  5.872  -3.829  2.322
H  6.084  -3.221  0.681
H  6.208  -0.693  0.309
H  6.522  0.385  1.678
H  4.289  1.122  3.094

Values from the calculation:
2S+1: 2
ΔE to the lowest compared entry with this formula, charge and spin in eV: 0.000
Molecular weight in g/mol: 761.692
HOMO energy (alpha / beta) in Eh: -0.46996 / -0.46989
Lowest unoccupied orbital energy (alpha / beta) in eV: -6.7555 / -8.4373
Total charge: +2
<S²>: 0.805
Maximum force in eV/Å: 0.720
Energy in a.u.: -4855.501268

These are the Mulliken partial charges, in e, on atoms 1 to 5: -0.075, -0.669, 0.472, -0.629, -0.393

Entry from the Open Molecules 2025 dataset: a structure of composition C31H32Cl3N2OP2PtSi (the ωB97M-V functional and the def2-TZVPD basis).

Atoms and positions in Å:
Pt  -0.329  -0.659  0.016
C  0.290  -3.709  0.878
C  -1.005  -3.388  1.622
P  -1.876  -1.959  0.878
C  -2.625  -2.449  -0.695
C  -2.823  -1.276  -1.623
C  -3.051  -1.609  -3.118
C  -3.145  -3.069  -3.459
C  -3.001  -4.021  -2.538
C  -2.674  -3.705  -1.136
C  -3.182  -1.566  2.049
C  -2.837  -1.186  3.346
C  -3.828  -0.877  4.262
C  -5.165  -0.937  3.884
C  -5.509  -1.308  2.593
C  -4.520  -1.621  1.670
P  1.316  -2.204  0.570
C  2.044  -1.793  2.184
C  2.165  -0.459  2.564
C  2.720  -0.128  3.790
C  3.151  -1.127  4.651
C  3.035  -2.461  4.282
C  2.490  -2.791  3.051
C  2.664  -2.910  -0.410
C  3.993  -2.883  -0.001
C  4.978  -3.435  -0.812
C  4.642  -4.014  -2.026
C  3.315  -4.040  -2.441
C  2.335  -3.482  -1.638
H  0.061  -4.113  -0.111
H  0.865  -4.469  1.406
H  -0.804  -3.105  2.659
H  -1.680  -4.246  1.660
H  -3.507  -0.531  -1.208
H  -3.857  -1.045  -3.588
H  -3.370  -3.339  -4.484
H  -3.102  -5.063  -2.813
H  -2.443  -4.536  -0.479
H  -1.796  -1.117  3.642
H  -3.559  -0.584  5.267
H  -5.939  -0.692  4.599
H  -6.550  -1.353  2.301
H  -4.797  -1.917  0.666
H  1.818  0.324  1.900
H  2.811  0.912  4.076
H  3.577  -0.869  5.612
H  3.375  -3.242  4.950
H  2.427  -3.834  2.764
H  4.267  -2.433  0.944
H  6.011  -3.411  -0.492
H  5.412  -4.443  -2.652
H  3.050  -4.487  -3.390
H  1.300  -3.492  -1.967
N  -1.505  -0.676  -1.969
C  -1.686  -0.946  -3.238
N  -0.917  -0.665  -4.284
C  0.439  -0.143  -4.108
C  1.424  -1.195  -4.585
O  1.148  -1.583  -5.919
C  -0.144  -2.146  -6.043
C  -1.206  -1.140  -5.631
H  0.594  0.109  -3.061
H  0.539  0.763  -4.710
H  1.368  -2.071  -3.928
H  2.442  -0.811  -4.569
H  -0.224  -3.044  -5.413
H  -0.264  -2.434  -7.086
H  -2.202  -1.580  -5.661
H  -1.186  -0.285  -6.310
Cl  0.419  2.016  -0.118
Si  -1.199  1.190  0.952
Cl  -0.911  1.666  2.906
Cl  -2.966  2.031  0.356

Values from the calculation:
2S+1: 1
ΔE to the lowest compared entry with this formula, charge and spin in eV: 1.876
Molecular weight in g/mol: 840.081
HOMO energy in Eh: -0.38776
Lowest unoccupied orbital energy in eV: -3.1276
Total charge: +1
Maximum force in eV/Å: 0.493
Energy in a.u.: -3857.313578

These are the Mulliken partial charges, in e, on atoms 1 to 5: 3.178, -1.324, -1.474, 0.058, -0.553

Entry from the Open Molecules 2025 dataset: a structure of composition C31H32EuI2N7O4S4 at a distorted geometry (the ωB97M-V functional and the def2-TZVPD basis).

Atoms and positions in Å:
Eu  -1.606  0.368  -0.535
N  -1.482  -2.452  -0.452
C  -2.868  -2.747  -0.863
C  -3.158  -1.844  -2.084
O  -3.197  -2.374  -3.196
N  -3.294  -0.560  -1.770
C  -3.309  0.290  -2.955
C  -1.914  0.921  -3.172
O  -1.785  1.875  -3.931
O  -0.959  0.372  -2.521
H  -0.898  -2.619  -1.274
H  -1.196  -3.140  0.245
H  -3.549  -2.529  -0.035
H  -2.991  -3.794  -1.173
H  -4.076  1.069  -2.890
H  -3.513  -0.315  -3.850
C  -0.342  -1.985  2.671
C  -1.780  -1.650  2.624
N  -2.345  -0.806  1.818
C  -3.696  -0.721  2.043
C  -4.151  -1.519  3.058
S  -2.866  -2.416  3.743
C  -4.570  0.133  1.259
C  -5.934  0.021  1.275
S  -6.649  1.240  0.321
C  -5.060  1.853  -0.039
N  -4.094  1.161  0.485
C  -4.951  3.101  -0.825
H  0.165  -1.470  1.861
H  -0.200  -3.063  2.595
H  0.079  -1.661  3.622
H  -5.147  -1.616  3.434
H  -6.537  -0.707  1.776
H  -5.940  3.508  -1.016
H  -4.457  2.925  -1.781
H  -4.358  3.837  -0.282
I  -0.902  1.062  4.844
C  -0.544  2.840  3.751
I  -1.186  2.702  1.439
H  0.516  3.044  3.798
H  -1.118  3.627  4.221
S  -1.849  3.142  -1.143
C  -0.219  3.055  -1.637
N  0.652  2.284  -1.058
C  1.913  2.525  -1.528
C  3.090  1.946  -1.060
C  4.300  2.342  -1.591
C  4.361  3.313  -2.587
C  3.208  3.909  -3.065
C  1.991  3.515  -2.533
S  0.400  4.129  -2.877
H  3.039  1.213  -0.273
H  5.219  1.912  -1.213
H  5.322  3.618  -2.976
H  3.257  4.683  -3.815
C  4.849  -1.975  -0.552
N  3.443  -1.795  -0.790
N  2.598  -1.233  0.145
C  1.427  -0.840  -0.477
O  0.475  -0.343  0.162
C  1.591  -1.168  -1.848
C  2.843  -1.696  -2.004
C  3.528  -2.115  -3.251
C  2.823  -1.205  1.537
C  2.543  -0.029  2.229
C  2.684  0.008  3.603
C  3.104  -1.116  4.293
C  3.385  -2.285  3.604
C  3.243  -2.338  2.229
H  5.082  -1.714  0.480
H  5.430  -1.334  -1.219
H  5.134  -3.015  -0.727
H  0.864  -0.971  -2.612
H  2.863  -1.964  -4.096
H  3.822  -3.162  -3.209
H  4.425  -1.516  -3.410
H  2.196  0.840  1.693
H  2.473  0.922  4.137
H  3.202  -1.083  5.367
H  3.712  -3.164  4.141
H  3.439  -3.258  1.697

Values from the calculation:
2S+1: 7
Molecular weight in g/mol: 1100.682
HOMO energy (alpha / beta) in Eh: -0.26469 / -0.26474
Lowest unoccupied orbital energy (alpha / beta) in eV: 0.0745 / 0.0815
<S²>: 12.011
Maximum force in eV/Å: 3.723
Energy in a.u.: -4783.352105

These are the Mulliken partial charges, in e, on atoms 1 to 5: -0.377, -0.418, -0.577, 0.560, -0.761

Entry from the Open Molecules 2025 dataset: a structure of composition C31H32F6N2P2S2SbV at a distorted geometry (the ωB97M-V functional and the def2-TZVPD basis).

Atoms and positions in Å:
V  1.755  0.921  -0.870
S  3.217  0.326  0.850
P  1.540  -0.423  1.722
C  0.440  0.158  0.484
P  -1.043  -0.743  0.158
S  -0.723  -1.677  -1.561
C  -2.379  0.489  0.074
C  -3.693  0.038  0.099
C  -4.731  0.950  0.045
C  -4.456  2.306  -0.048
C  -3.143  2.752  -0.096
C  -2.097  1.846  -0.032
C  -1.540  -1.928  1.438
C  -1.935  -1.450  2.683
C  -2.410  -2.339  3.629
C  -2.496  -3.691  3.328
C  -2.092  -4.165  2.090
C  -1.614  -3.283  1.138
C  1.558  -2.222  1.938
C  1.135  -2.806  3.128
C  1.048  -4.185  3.201
C  1.374  -4.967  2.102
C  1.812  -4.377  0.925
C  1.906  -3.000  0.837
C  1.376  0.367  3.341
C  2.432  0.103  4.211
C  2.482  0.743  5.433
C  1.478  1.637  5.780
C  0.427  1.892  4.912
C  0.373  1.267  3.675
H  -3.888  -1.023  0.164
H  -5.751  0.602  0.079
H  -5.270  3.014  -0.082
H  -2.939  3.810  -0.177
H  -1.068  2.188  -0.049
H  -1.889  -0.389  2.889
H  -2.738  -1.975  4.591
H  -2.895  -4.374  4.060
H  -2.176  -5.216  1.859
H  -1.316  -3.637  0.162
H  0.874  -2.189  3.978
H  0.723  -4.654  4.117
H  1.289  -6.042  2.160
H  2.077  -4.991  0.079
H  2.250  -2.521  -0.075
H  3.207  -0.590  3.904
H  3.304  0.563  6.108
H  1.522  2.152  6.727
H  -0.343  2.596  5.191
H  -0.425  1.485  2.973
C  0.734  2.771  -3.713
C  0.311  2.963  -5.226
N  -0.336  1.764  -5.649
C  -1.484  1.470  -4.856
C  -0.979  1.192  -3.379
N  0.439  1.410  -3.357
C  1.121  0.474  -4.212
C  0.568  0.660  -5.682
H  0.182  3.452  -3.060
H  1.798  2.985  -3.632
H  1.199  3.138  -5.831
H  -0.363  3.816  -5.312
H  -1.992  0.592  -5.253
H  -2.169  2.316  -4.861
H  -1.202  0.160  -3.094
H  -1.475  1.873  -2.684
H  0.924  -0.547  -3.873
H  2.196  0.667  -4.204
H  0.048  -0.242  -6.003
H  1.392  0.867  -6.364
F  1.132  2.410  -0.638
Sb  3.861  2.153  -1.882
F  4.685  3.082  -0.334
F  2.037  -0.425  -1.728
F  5.706  1.514  -2.146
F  3.869  2.114  -3.997
F  3.253  4.026  -2.304

Values from the calculation:
2S+1: 4
ΔE to the lowest compared entry with this formula, charge and spin in eV: 3.155
Molecular weight in g/mol: 845.385
HOMO energy (alpha / beta) in Eh: -0.42534 / -0.42290
Lowest unoccupied orbital energy (alpha / beta) in eV: -3.7689 / -6.0367
Total charge: +1
<S²>: 3.767
Maximum force in eV/Å: 5.471
Energy in a.u.: -4572.395964

These are the Mulliken partial charges, in e, on atoms 1 to 5: 0.269, -0.550, 1.189, 0.062, 1.997

Q: Among the records above, which one has the highest maximum force?
A: C31H32F6N2P2S2SbV